[1]
{
  "formula": "C17H17ClN2O6",
  "method": "wB97M-V/def2-TZVPD",
  "e_homo_ha": -0.330,
  "smiles": "Cc1cn([C@H]2O[C@H](COC(=O)c3ccccc3)[C@H](O)[C@H]2Cl)c(=O)[nH]c1=O",
  "charge": 0,
  "lumo_ha": 0.013,
  "energy_ev": -45694.13577,
  "homo_lumo_gap_ev": 9.3,
  "symbols": ["C", "C", "C", "N", "C", "O", "C", "C", "O", "C", "O", "C", "C", "C", "C", "C", "C", "C", "O", "C", "Cl", "C", "O", "N", "C", "O", "H", "H", "H", "H", "H", "H", "H", "H", "H", "H", "H", "H", "H", "H", "H", "H", "H"],
  "coordinates": [[-5.781, -0.865, -0.217], [-4.552, -0.054, 0.030], [-3.321, -0.584, 0.132], [-2.199, 0.169, 0.368], [-0.895, -0.434, 0.410], [-0.965, -1.701, 1.018], [0.172, -2.431, 0.608], [1.409, -2.077, 1.453], [1.922, -0.800, 1.120], [3.167, -0.752, 0.595], [3.875, -1.724, 0.499], [3.543, 0.613, 0.176], [2.671, 1.694, 0.285], [3.073, 2.946, -0.144], [4.339, 3.128, -0.678], [5.211, 2.056, -0.786], [4.816, 0.802, -0.362], [0.338, -2.082, -0.900], [1.647, -2.059, -1.377], [-0.246, -0.665, -0.983], [-1.424, -0.518, -2.298], [-2.254, 1.548, 0.476], [-1.267, 2.228, 0.644], [-3.515, 2.066, 0.382], [-4.714, 1.390, 0.158], [-5.754, 2.003, 0.091], [-6.242, -0.558, -1.154], [-5.546, -1.925, -0.260], [-6.507, -0.683, 0.573], [-3.139, -1.645, 0.058], [-0.255, 0.245, 0.993], [-0.065, -3.486, 0.771], [2.198, -2.824, 1.306], [1.111, -2.056, 2.505], [1.685, 1.562, 0.702], [2.392, 3.779, -0.062], [4.647, 4.109, -1.011], [6.197, 2.199, -1.201], [5.475, -0.049, -0.439], [-0.283, -2.774, -1.489], [2.066, -2.922, -1.277], [0.548, 0.055, -1.182], [-3.580, 3.076, 0.464]],
  "forces_ev_per_angstrom": [[0.0516, 0.1766, 0.0202], [0.0734, -0.2912, -0.0203], [-0.5970, 0.1298, 0.0016], [0.0884, 0.0607, 0.3556], [0.5341, 0.5877, -0.1137], [-0.4781, 0.0145, 0.0688], [0.7150, 0.0884, -0.0008], [-0.2041, -0.7645, -0.0902], [-0.0963, 0.3755, -0.0201], [0.1774, -0.4390, 0.0671], [-0.0116, 0.2234, 0.0252], [0.1303, 0.3406, -0.1525], [0.0567, -0.2027, 0.0192], [-0.0142, 0.1068, -0.0263], [-0.0263, 0.0081, 0.0132], [0.0340, 0.0251, -0.0152], [-0.1542, -0.1458, 0.0940], [-0.5694, -0.1440, 0.2923], [0.4187, -0.0909, -0.1853], [0.1471, -0.1851, 0.1693], [-0.0197, 0.0374, -0.3761], [-0.0269, -0.3094, 0.0184], [0.3417, 0.3177, 0.0142], [-0.1397, 0.4572, 0.0194], [0.3896, -0.1687, 0.0509], [-0.2311, 0.0294, -0.0361], [-0.0951, -0.0531, -0.0500], [-0.0094, -0.1037, -0.0089], [-0.0976, -0.0654, 0.0124], [-0.0323, -0.0304, -0.0129], [-0.2392, -0.2348, -0.2463], [0.0734, 0.0854, -0.0239], [-0.2122, 0.0980, 0.0997], [0.0619, -0.0142, -0.1104], [-0.1027, -0.0012, 0.0425], [-0.0571, 0.0724, 0.0064], [0.0192, 0.0763, -0.0256], [0.0727, 0.0014, -0.0319], [0.0520, -0.0596, -0.0106], [0.0539, 0.2060, 0.1410], [-0.0192, 0.0608, -0.0254], [-0.1009, -0.0756, 0.0684], [0.0433, -0.1998, -0.0172]]
}

=====

[2]
{
  "formula": "C20H56N4O8",
  "method": "wB97M-V/def2-TZVPD",
  "e_homo_ha": -0.329,
  "smiles": "COC[C@H](C)N.COC[C@H](C)N.COC[C@H](C)N.COC[C@H](C)N.OCCO.OCCO",
  "e_above_lowest_kcal_mol": 191.00,
  "charge": 0,
  "lumo_ha": 0.020,
  "energy_ev": -43982.10550,
  "homo_lumo_gap_ev": 9.5,
  "symbols": ["C", "O", "C", "C", "C", "N", "H", "H", "H", "H", "H", "H", "H", "H", "H", "H", "H", "C", "O", "C", "C", "C", "N", "H", "H", "H", "H", "H", "H", "H", "H", "H", "H", "H", "C", "O", "C", "C", "C", "N", "H", "H", "H", "H", "H", "H", "H", "H", "H", "H", "H", "C", "O", "C", "C", "C", "N", "H", "H", "H", "H", "H", "H", "H", "H", "H", "H", "H", "O", "C", "C", "O", "H", "H", "H", "H", "H", "H", "O", "C", "C", "O", "H", "H", "H", "H", "H", "H"],
  "coordinates": [[-5.418, -0.852, -4.815], [-4.169, -1.420, -4.471], [-2.967, -0.686, -4.945], [-1.665, -1.420, -4.532], [-0.453, -0.584, -4.669], [-1.386, -2.659, -5.266], [-5.466, -0.628, -5.881], [-5.653, -0.036, -4.132], [-6.155, -1.627, -4.602], [-2.893, -0.334, -5.974], [-2.988, 0.291, -4.463], [-1.767, -1.573, -3.458], [0.347, -1.172, -4.218], [-0.530, 0.371, -4.149], [-0.314, -0.419, -5.737], [-2.148, -3.301, -5.428], [-0.641, -3.227, -4.888], [-4.315, -0.590, 2.402], [-4.795, -1.852, 1.891], [-4.267, -2.141, 0.494], [-4.926, -3.305, -0.223], [-4.896, -4.611, 0.623], [-4.271, -3.430, -1.531], [-4.659, 0.185, 1.718], [-3.241, -0.595, 2.586], [-4.762, -0.391, 3.376], [-4.322, -1.301, -0.198], [-3.198, -2.348, 0.550], [-5.961, -3.083, -0.484], [-3.938, -4.851, 1.084], [-5.349, -5.504, 0.193], [-5.523, -4.469, 1.503], [-3.291, -3.563, -1.326], [-4.206, -2.596, -2.096], [0.804, 2.051, 5.501], [1.064, 3.299, 4.781], [1.266, 3.379, 3.350], [-0.100, 3.602, 2.636], [-1.017, 2.512, 2.860], [0.047, 3.752, 1.233], [0.073, 1.486, 4.923], [0.303, 2.322, 6.430], [1.719, 1.481, 5.664], [1.864, 4.266, 3.141], [1.814, 2.476, 3.079], [-0.429, 4.519, 3.124], [-1.354, 2.504, 3.897], [-0.540, 1.542, 2.721], [-2.029, 2.673, 2.489], [0.944, 3.409, 0.919], [0.126, 4.752, 1.116], [2.634, 0.951, -3.292], [1.656, 1.042, -2.221], [1.633, -0.255, -1.488], [0.798, -0.149, -0.214], [-0.606, 0.479, -0.535], [1.367, 0.742, 0.793], [2.264, 1.454, -4.186], [2.887, -0.068, -3.582], [3.525, 1.487, -2.967], [1.241, -1.102, -2.049], [2.634, -0.386, -1.076], [0.520, -1.117, 0.202], [-0.667, 0.970, -1.507], [-0.958, 1.196, 0.206], [-1.286, -0.372, -0.558], [0.584, 1.047, 1.352], [1.734, 1.459, 0.183], [3.517, -1.961, 1.219], [3.333, -2.440, 2.536], [3.839, -1.482, 3.695], [5.079, -0.893, 3.316], [4.364, -1.527, 1.095], [2.282, -2.719, 2.610], [3.856, -3.392, 2.633], [3.818, -2.001, 4.653], [3.158, -0.631, 3.673], [4.905, -0.028, 2.939], [6.360, 1.649, 1.790], [6.378, 2.543, 0.751], [5.227, 2.364, -0.264], [4.051, 2.657, 0.382], [7.206, 1.757, 2.232], [6.517, 3.510, 1.234], [7.332, 2.313, 0.277], [5.174, 1.390, -0.750], [5.312, 3.176, -0.986], [3.960, 2.030, 1.103]],
  "forces_ev_per_angstrom": [[0.2533, -0.7063, 0.3805], [2.0272, 0.3054, -1.1687], [-0.2495, -0.1361, 1.1267], [-1.5581, -0.7425, 0.6116], [0.2847, 0.7434, -0.3850], [-0.4641, -0.1542, -0.6134], [-0.0935, 0.4415, 0.0588], [0.0135, 0.5417, -0.3993], [-0.0351, -0.0719, -0.1031], [-0.7382, -1.0204, -0.7473], [0.1909, 0.0503, 0.7045], [-0.3487, -0.3980, 0.3609], [0.3915, 0.2942, -0.3266], [0.0504, -0.0033, 0.0801], [0.5627, 0.0962, 0.0307], [-0.4335, 0.3776, 0.2550], [0.1730, 0.3812, 0.2676], [-0.6321, -0.8165, -0.3948], [0.9127, -0.0008, -1.9626], [-0.4041, 0.4677, 1.8622], [-0.4251, -0.5151, 0.0388], [-0.5630, 0.5103, 0.4462], [0.9272, -0.8323, 0.3437], [0.4543, 0.3350, 0.0080], [0.2253, 0.0877, -0.4597], [-0.3067, -0.3280, -0.0633], [-0.4366, 0.6262, 0.4291], [0.2548, -0.1874, 0.4156], [-0.1833, 0.1285, 0.4599], [0.3607, 0.0464, -0.5266], [0.3679, 0.1730, -0.6825], [-0.1271, 0.4702, 0.0867], [0.4586, -0.6313, -0.0849], [-0.8381, 0.5119, -0.0326], [-0.2830, 1.0847, -1.7567], [0.1025, 0.3613, 0.7494], [-0.9912, -0.7507, 1.3554], [1.9492, 0.1186, 1.3547], [-2.3054, -1.2880, 2.5677], [0.5112, 1.6179, -1.4444], [0.2458, -0.4304, 0.1474], [0.3798, 0.1273, 0.0301], [0.0177, 0.0230, 0.0554], [0.2727, -0.0908, 0.2585], [-0.0647, -0.1352, -0.7176], [-0.4543, 0.1214, -0.2711], [0.5816, -0.1365, 0.6285], [-0.5644, -0.1164, -0.5035], [0.3580, -0.3459, -1.3479], [0.1903, -0.2980, -0.1529], [-0.0316, 0.2302, -0.7958], [-0.4409, 0.6180, 0.6078], [0.1993, -2.3213, -0.2306], [0.1797, 1.5452, 1.3432], [-2.5481, 1.5793, -0.3113], [-0.3191, -1.0781, -0.7830], [1.4008, -1.1113, -0.2766], [-0.2722, 0.0666, 0.1262], [-0.0838, -0.1007, 0.2451], [0.2404, -0.1507, -0.0294], [0.3421, 0.2051, -0.5130], [0.3780, -0.6158, -0.5920], [0.8900, -0.2874, -0.0330], [0.1904, 0.0557, 0.0126], [0.1181, -0.1346, 0.0386], [-0.5531, 0.1615, -0.1181], [0.4488, 0.5298, -0.1601], [0.0156, 0.9819, 0.5937], [-0.5403, 0.3265, -0.0859], [0.9729, -0.3019, 0.6393], [-1.3526, 0.6643, -2.5842], [0.5608, -0.8332, 0.4541], [0.2673, -0.1076, 0.4864], [-0.1384, 0.4708, 0.2711], [0.3500, -0.1768, 0.0931], [0.4702, 0.1479, -0.0511], [-0.5924, -0.2207, 0.6345], [0.1042, 0.0571, 0.0251], [-1.0453, -1.9713, 1.8292], [1.6797, 0.1876, -1.7536], [1.3029, 1.3418, 0.8921], [-1.9177, 0.0283, 0.7854], [-0.1659, -0.3305, 0.3224], [-0.8040, 0.7507, -0.8399], [0.1333, 0.4864, -0.9956], [0.4781, -0.1578, -0.0113], [0.3982, -0.3210, -0.4213], [-0.3333, -0.1202, 0.2172]]
}

=====

[3]
{
  "formula": "C3H8N2O",
  "method": "wB97M-V/def2-TZVPD",
  "e_homo_ha": -0.343,
  "smiles": "CNC(=O)CN",
  "e_above_lowest_kcal_mol": 38.52,
  "charge": 0,
  "lumo_ha": 0.035,
  "energy_ev": -8267.65579,
  "homo_lumo_gap_ev": 10.3,
  "symbols": ["C", "N", "C", "O", "C", "N", "H", "H", "H", "H", "H", "H", "H", "H"],
  "coordinates": [[0.706, 2.114, -0.818], [-0.125, 1.064, -0.174], [0.407, -0.197, 0.116], [1.530, -0.449, -0.322], [-0.351, -1.353, 0.724], [-1.815, -1.197, 0.532], [1.773, 1.743, -0.930], [0.440, 2.114, -1.840], [0.533, 3.009, -0.245], [-1.032, 1.305, 0.355], [-0.331, -1.698, 1.713], [0.037, -2.274, 0.225], [-2.190, -1.360, -0.469], [-2.465, -1.699, 1.125]],
  "forces_ev_per_angstrom": [[0.6898, -2.3422, 0.7505], [-1.7232, -1.3095, 2.3045], [1.7786, 1.3338, -1.3403], [-0.3942, -0.1167, 0.5318], [-2.6957, -1.3870, -1.9358], [-1.2411, 0.2962, -2.6920], [-1.1350, 0.6251, 1.0962], [-0.8065, 0.8734, -1.1610], [0.4035, 0.5519, -0.3327], [2.1170, -0.4218, -1.4313], [1.1067, 0.7752, 1.9468], [-0.0591, 0.8372, -0.1859], [1.2657, 0.4189, 2.1665], [0.6936, -0.1345, 0.2829]]
}